(1)
A cluster of 2 separate species, C5H13N2O in total. Source: the OMol25 dataset; level of theory: ωB97M-V with the def2-TZVPD basis set.

```
21
Properties=species:S:1:pos:R:3:forces:R:3
O -1.0913 1.1830 -1.9978 0.7359 0.8096 -1.3924
N 0.4938 -1.9958 -0.4240 -0.4527 -0.4673 -1.4794
N 1.4265 0.4272 -0.6181 -0.7333 -0.4121 1.9995
C -1.7132 0.2903 -1.3383 0.0448 -1.8919 4.2136
C -2.5640 0.7064 -0.1215 0.2468 0.3547 -1.4439
C 0.2583 -0.7008 -0.1835 -1.2821 1.8435 -0.0149
C 1.8824 -0.2928 1.8968 2.1639 0.4665 2.4590
C 0.9625 0.1330 0.8613 -3.5502 1.5292 -3.2458
H 1.3199 -2.3844 -0.0182 0.4826 -0.6912 -0.0017
H 2.4125 0.2311 -0.6768 0.2042 0.2355 -0.7275
H 0.2747 1.0087 1.1910 1.3641 -1.4106 -0.5142
H -0.9681 1.8463 -1.3352 0.2232 1.9044 0.1407
H 2.9861 0.0324 1.7920 -1.8577 0.0205 0.0979
H 1.9789 -1.3604 2.0935 -0.4231 -0.1487 -0.3148
H -1.9102 1.2798 0.6038 -1.1285 -0.4625 -0.7028
H 0.9785 1.2030 -1.0899 0.9235 0.0701 0.0040
H -1.9437 -0.6146 -1.8184 -0.2423 -0.9030 -0.9135
H -3.0305 -0.1730 0.3234 0.3881 0.0919 0.2097
H -3.4342 1.2982 -0.5663 1.1841 -0.2677 0.7942
H 0.2598 -2.2884 -1.4044 0.5074 0.0613 1.7004
H 1.4214 0.1706 2.8307 1.2012 -0.7323 -0.8681
```
Forces are in eV/Å.

As for the charge: +1. The spin multiplicity is 1. As for the HOMO energy: -12.406 eV. As for the LUMO energy: -3.5 eV. Its orbital gap is 8.9 eV. For the maximum force, the calculation gives 5.05 eV Å⁻¹.



(2)
The ion C5H13N2O with charge +1. Source: the OMol25 dataset; level of theory: ωB97M-V with the def2-TZVPD basis set.

```
21
Properties=species:S:1:pos:R:3:forces:R:3
O -1.2460 0.5091 1.2873 -0.4767 0.3303 0.1896
N -0.1757 0.5827 -0.6441 0.0336 0.2913 0.5301
N -1.0158 -2.0382 1.6931 0.8453 -0.3934 0.6009
C -0.6409 1.9359 -0.8232 -0.3162 0.9998 -1.0190
C -0.4990 -0.0813 0.4233 -0.0108 -0.5961 -0.4746
C 0.9316 0.2253 -1.4935 1.9892 -1.5709 -0.7219
C -0.1159 -1.5559 0.6337 -1.6538 1.5297 0.8034
C 2.3117 0.7529 -1.0597 -1.0520 1.0143 0.0582
H -1.6612 -0.1545 1.8780 0.2027 -0.4548 0.0581
H -1.0306 2.0226 -1.8398 0.4633 0.0415 -0.1245
H 0.8331 0.4408 -2.5494 -0.9451 0.9607 -0.0222
H -1.3528 -2.9552 1.4386 -0.3820 -0.0235 -0.1449
H -0.5251 -2.2205 2.5738 -0.0499 0.3503 -0.3333
H 1.0405 -0.8492 -1.6057 -0.3307 -0.4174 0.6632
H 0.1934 2.6136 -0.6622 -0.0993 0.1835 -0.0967
H 0.9381 -1.5059 0.9149 0.1033 -0.8527 -0.5795
H 2.9759 0.6042 -1.8884 0.6232 -0.6905 -0.1494
H -0.4886 -2.0108 -0.2843 1.1567 -0.4092 -0.1724
H -1.4791 2.2334 -0.2250 -0.1006 -0.2659 0.7444
H 2.2961 1.8455 -1.0199 -0.1091 -0.0137 0.4489
H 2.6620 0.3456 -0.1094 0.1088 -0.0132 -0.2583
```
Forces are in eV/Å.

As for the charge: +1. The structure (SMILES) is CC/[N+](C)=C(/O)CN. The spin multiplicity is 1. As for the HOMO energy: -14.839 eV. As for the LUMO energy: -3.1 eV. Its orbital gap is 11.8 eV. For the maximum force, the calculation gives 2.64 eV Å⁻¹.



For each record above, in turn, the calculated relative energy (zero: lowest compared OMol25 entry of this formula, charge and spin) values are 5.3529, 1.2217 eV.
For each record above, in turn, the calculated E_tot values are -10412.84301, -10416.97416 eV.